Molecular formula: C5H11ISi
Method: DFT, ωB97M-V/def2-TZVPD

Geometry as XYZ:
```
18
Properties=species:S:1:pos:R:3:forces:R:3:nbo_charge:R:1
I 3.5269 0.2599 -0.1523 0.03 0.03 -0.21 -0.245
Si 1.2610 -0.3870 0.5008 -0.72 -2.14 -0.54 1.176
C 1.2299 -2.3743 0.5003 0.39 0.42 1.46 -1.089
C -0.4183 1.8308 -0.3594 0.88 1.09 1.40 -0.471
C -2.8117 1.6729 0.2864 1.20 -0.49 2.06 -0.406
C -0.0257 0.3765 -0.6592 -1.03 -0.39 -0.54 -0.895
C -1.5409 1.9012 0.6559 -0.17 1.44 -0.54 -0.167
H 0.3842 -2.9866 1.0643 1.60 1.56 -1.52 0.253
H 0.2398 0.2467 -1.7163 0.70 0.20 0.22 0.254
H -1.2149 2.3953 1.6148 -0.95 -0.83 -0.80 0.205
H -0.6318 2.4159 -1.2204 -1.03 -0.17 -1.30 0.223
H -1.0134 -0.2012 -0.7020 1.29 0.44 0.71 0.251
H -3.5474 1.7622 1.0832 -0.35 0.02 -0.54 0.204
H 2.1996 -2.5976 1.0359 -0.97 0.07 -0.30 0.239
H 0.3282 2.5947 0.0145 0.32 -1.64 0.10 0.216
H -3.0259 1.1368 -0.6258 -0.25 0.32 -0.25 0.196
H 1.4518 -2.6839 -0.5267 -0.57 -0.27 0.12 0.236
H 1.2468 0.0575 1.8776 -0.36 0.36 0.46 -0.180
```
Positions in Å, forces in eV/Å.

The spin multiplicity is 1. The net charge is 0. The value obtained for the energy relative to the best compared isomer or geometry (same formula, charge and spin) is 0.0 kJ/mol. Its SMILES is C=CCC[Si@@H](C)I. As for the HOMO-LUMO gap: 10.3 eV.